C30H36BN4O2RuS2Si as an isolated structure, computed with wB97M-V/def2-TZVPD.

Summary:
Gap between HOMO and LUMO   5.96 eV
Electronic energy   -2739.64156 a.u.
Total charge   +1
E_HOMO   -10.9 eV

Cartesian coordinates (Å):
C -1.238 5.443 -1.328
C -2.034 -2.690 0.233
C 6.283 0.568 -2.471
H 1.027 1.986 1.124
N 0.628 -0.077 0.992
C -2.090 4.654 -0.357
H 3.044 -0.830 2.542
H 2.034 1.818 3.448
C -0.828 0.050 1.327
H -0.986 -0.277 2.355
H -3.174 1.846 0.923
H 0.306 1.620 3.365
C -2.283 -4.574 1.734
H -2.023 -3.204 -1.861
H -1.786 4.826 0.675
H -1.100 6.470 -0.994
H -1.909 0.632 -2.025
H 1.103 -5.134 -0.407
H 0.401 -0.628 4.056
H 1.958 -0.166 4.694
C 1.212 -1.371 1.529
C 6.100 2.963 -2.248
C -3.729 -0.156 0.337
C 4.938 0.438 -2.221
H 1.819 -1.814 0.735
H 2.436 0.929 1.274
H -2.428 -6.500 0.807
N 0.743 -2.070 -1.324
H -1.470 -1.054 -2.425
C 6.860 1.839 -2.483
H 6.887 -0.307 -2.663
B 1.264 -4.727 -1.531
H -1.067 1.115 1.280
C -2.245 -4.932 -0.640
H -4.631 -2.049 -0.157
H -6.926 -1.288 0.234
C -2.102 -3.570 -0.845
S 0.404 4.669 -1.401
O 2.270 0.146 -1.671
C -6.348 0.700 0.797
C 1.382 -0.238 3.772
H -2.357 -4.962 2.741
N 1.921 2.400 -1.473
C -0.191 3.048 -1.168
H -2.129 -2.553 2.386
C -5.287 1.574 0.993
H 4.474 -0.537 -2.218
H -5.473 2.583 1.334
H -3.149 4.882 -0.465
Ru 0.513 -0.109 -1.045
C -3.991 1.150 0.758
C 2.046 -1.192 2.794
C -2.331 -5.435 0.649
O 4.050 3.979 -1.776
H 6.533 3.952 -2.260
H -7.361 1.030 0.979
H -2.261 -5.602 -1.488
H -1.672 5.448 -2.328
C -4.805 -1.025 0.152
H 2.400 -4.834 -1.904
C 4.732 2.846 -1.993
C -6.104 -0.600 0.378
C 0.969 -3.200 -1.443
H 0.472 -5.192 -2.307
C -1.353 -0.246 -1.700
C -2.142 -3.213 1.525
N 0.606 2.025 -1.220
H 0.362 -2.032 1.701
S -1.876 2.894 -0.762
Si -2.015 -0.838 0.064
C 1.394 1.067 1.578
H 2.183 -2.187 3.220
C 2.724 1.393 -1.702
C 4.142 1.567 -1.975
H 3.109 3.772 -1.629
H 7.917 1.948 -2.683
C 1.250 1.142 3.103



A 2-piece molecular cluster, CH4N2OS2 overall at a distorted geometry, computed with wB97M-V/def2-TZVPD.

Summary:
Gap between HOMO and LUMO (spin up / spin down)   6.67 / 7.74 eV
Electronic energy   -1021.53946 a.u.
E_HOMO (spin up / spin down)   -8.8 / -8.8 eV

Cartesian coordinates (Å):
C 1.883 0.839 0.273
H -2.475 -1.122 0.111
N -2.794 -0.395 -0.490
O 2.276 1.884 0.760
H 3.408 -0.463 0.382
N 2.433 -0.328 -0.043
H 1.855 -1.126 -0.347
S -3.078 1.041 0.207
H -3.558 -0.892 -1.007
S 0.050 0.563 0.152



A 8-piece molecular cluster, C22H41Cl4N3O12 overall at a distorted geometry, computed with wB97M-V/def2-TZVPD.

Summary:
Gap between HOMO and LUMO   9.92 eV
Electronic energy   -3770.86038 a.u.
SMILES string   O=C1OCCO1.O=C1OCCO1.O=C1OCCO1.CNC(C)=O.CNC(C)=O.CNC(C)=O.ClCCCl.ClCCCl
E_HOMO   -9.7 eV

Cartesian coordinates (Å):
H 3.822 5.354 -1.486
H 2.443 2.797 -1.349
H 0.403 1.805 -5.578
H 4.221 3.050 -1.208
C 3.236 -2.240 0.784
O 3.069 4.907 -3.406
C -1.404 -1.177 5.057
N 3.161 -2.368 2.231
O 0.788 5.197 4.728
O 0.033 -3.225 -0.160
C -3.840 2.901 -2.010
N -3.861 1.450 -2.012
H -1.195 -4.461 1.040
C 3.322 3.271 -1.783
O -5.917 1.144 -1.108
H 0.237 1.401 5.098
Cl -3.064 -2.385 3.277
H 2.061 4.939 -1.544
Cl -1.604 0.343 1.902
H -0.674 -2.557 3.596
O 3.527 2.772 -3.086
H -5.269 -1.262 -2.451
C -4.663 -0.813 -1.668
C 1.021 4.035 4.651
O 2.113 3.414 5.166
Cl 0.505 2.255 0.575
H 3.143 -1.188 0.510
C -0.805 -0.108 0.354
C 2.499 -1.916 4.494
C -1.562 -2.433 4.220
H 3.746 -3.004 2.742
O 0.227 3.161 4.020
H -2.543 -4.503 -1.522
H 4.046 -2.763 0.296
C -1.196 -3.847 0.137
C 0.328 -3.411 -1.471
H -0.649 -2.371 -6.509
C 0.208 1.579 -4.529
H 0.295 -2.584 -5.120
H -1.276 -0.252 4.499
H 2.849 2.116 3.684
H -1.955 -3.094 0.372
O -0.553 -4.237 -2.038
H -1.470 -2.185 -4.899
H 2.437 1.349 5.286
C -4.896 0.684 -1.576
H -0.665 2.148 -4.206
H -2.986 0.973 -2.144
H 3.067 -2.822 4.716
C 2.238 -1.754 3.007
H -2.889 3.210 -2.443
C -0.315 1.090 -0.489
H -0.119 -0.106 -6.393
H -3.886 3.314 -1.002
H -4.849 -1.289 -0.708
H -1.519 -3.317 4.856
H -4.647 3.299 -2.620
H 2.281 -2.602 0.393
C -1.552 -4.657 -1.091
N -0.238 -0.610 -5.534
C 0.725 1.835 4.226
O 1.250 -2.895 -2.001
C 2.212 2.131 4.563
H 0.606 1.247 3.322
H -3.610 -0.981 -1.916
H 0.002 -0.769 0.662
C -0.037 0.103 -4.393
O 3.174 3.511 -5.171
O -0.062 -0.455 -3.307
C 3.225 3.692 -3.999
H -1.418 -5.744 -1.076
C 3.042 4.792 -1.991
H 1.038 1.883 -3.898
C -0.568 -2.020 -5.479
H -1.206 1.530 -0.937
O 1.357 -1.053 2.536
H -1.516 -0.685 -0.233
H 3.135 -1.137 4.921
Cl -0.182 -1.378 6.282
H 0.318 0.796 -1.322
H 1.581 -1.899 5.080
H -2.330 -0.922 5.583



A 2-piece molecular cluster, C3H5NO2 overall at a distorted geometry, computed with wB97M-V/def2-TZVPD.

Summary:
Gap between HOMO and LUMO   9.44 eV
Electronic energy   -322.41364 a.u.
E_HOMO   -9.8 eV

Cartesian coordinates (Å):
O 0.862 0.966 -1.106
N -3.794 -0.113 0.270
C -0.366 -0.713 0.199
O -0.353 -1.647 -0.754
C -2.659 -0.203 0.136
H -0.464 1.316 0.435
H 0.901 0.476 1.054
H 0.021 -1.333 -1.606
H -0.593 -1.043 1.207
H 1.197 1.845 -0.952
C 0.294 0.644 0.137



A 3-piece molecular cluster, C3H10O3 overall at a distorted geometry, computed with wB97M-V/def2-TZVPD.

Summary:
Gap between HOMO and LUMO   10.16 eV
Electronic energy   -345.97903 a.u.
SMILES string   C=C(C)O.O.O
E_HOMO   -9.5 eV

Cartesian coordinates (Å):
H 2.531 0.010 -4.662
O -2.780 -0.206 -0.024
H -2.350 -2.576 1.042
H -2.750 0.421 0.706
H -0.680 -2.753 0.383
H 0.123 -1.078 -1.301
C -1.569 -2.152 0.430
H 1.614 3.321 4.854
C -1.581 -0.930 -0.069
H 1.644 -1.165 -4.143
H 2.861 3.654 5.739
C -0.505 -0.291 -0.898
O 2.509 3.667 4.845
O 1.847 -0.624 -4.919
H 0.070 0.416 -0.295
H -0.985 0.286 -1.688